C5H11NO2 in the gas phase. Source: the Open Molecules 2025 dataset; level of theory: ωB97M-V/def2-TZVPD.

```
19
Properties=species:S:1:pos:R:3:lowdin_charge:R:1
C -1.01 1.53 -0.10 -0.0852
C -0.71 0.04 -0.27 -0.4010
C -1.20 -0.72 0.97 -0.0855
C 0.74 -0.32 -0.65 -0.2939
N 0.89 -1.80 -0.62 0.0477
C 1.87 0.26 0.16 -0.4692
O 2.73 -0.37 0.74 0.1218
O 1.93 1.60 0.07 0.1354
H -0.84 2.12 -0.97 0.0655
H -2.14 1.54 0.19 0.1110
H -0.39 1.87 0.74 0.0821
H -1.31 -0.30 -1.21 0.1633
H -1.41 -1.80 0.77 0.0748
H -0.53 -0.59 1.81 0.0838
H -2.26 -0.41 1.32 0.1017
H 0.95 0.04 -1.67 0.1560
H 0.10 -2.32 -0.95 0.0606
H 1.13 -2.11 0.34 0.0909
H 1.46 1.72 -0.70 0.0403
```

## Properties
HOMO: -9.452 eV
LUMO level: 0.61 eV
Kohn-Sham gap: 10.1 eV

***

C5H11NO2 in the gas phase. Source: the Open Molecules 2025 dataset; level of theory: ωB97M-V/def2-TZVPD.

```
19
Properties=species:S:1:pos:R:3:mulliken_spin:R:1
C 0.26 -1.84 1.35 0.6549
C -0.81 1.47 0.48 0.0362
C 1.44 0.61 0.28 0.0012
C -0.17 0.22 -1.61 0.0194
C 0.00 0.32 -0.07 0.0157
N -0.42 -1.00 0.52 0.4195
O 1.09 -1.50 2.16 0.7256
O -1.59 -1.53 -0.10 0.0691
H 0.01 -2.86 1.30 0.0638
H -1.92 1.15 0.36 -0.0026
H -0.73 1.82 1.48 -0.0102
H -0.75 2.30 -0.19 -0.0014
H 2.08 -0.31 0.14 0.0023
H 1.46 0.73 1.33 0.0027
H 1.80 1.46 -0.21 -0.0001
H 0.47 -0.67 -2.00 -0.0030
H -1.18 0.13 -2.09 -0.0026
H 0.41 1.08 -2.06 0.0045
H -1.44 -1.58 -1.08 0.0049
```

## Properties
HOMO (alpha / beta): -4.623 / -9.342 eV
spin multiplicity: 3
LUMO level (alpha / beta): 0.58 / -2.45 eV
Kohn-Sham gap (alpha / beta): 5.2 / 6.9 eV

***

A gas-phase ion, C5H11NO2 (charge +1). Source: the Open Molecules 2025 dataset; level of theory: ωB97M-V/def2-TZVPD.

```
19
Properties=species:S:1:pos:R:3:mulliken_spin:R:1
C 2.01 1.09 -0.51 0.1735
C 1.22 -0.25 -0.09 -0.0413
C -0.20 0.15 -0.22 0.0200
C -1.23 -1.03 0.13 0.0149
C -2.58 -0.41 0.18 -0.0004
O -2.69 0.54 -0.84 -0.0002
O -3.41 -0.60 1.03 0.0023
N 1.67 -0.76 1.15 0.7430
H 1.35 1.94 -0.25 0.0063
H 2.96 1.03 -0.05 0.0027
H 2.37 1.18 -1.47 -0.0053
H 1.39 -1.00 -0.97 0.1050
H -0.41 1.12 0.21 -0.0015
H -0.35 0.42 -1.24 0.0010
H -1.08 -1.38 1.12 0.0009
H -1.24 -1.95 -0.47 -0.0015
H -3.57 1.03 -0.94 -0.0001
H 2.67 -0.63 1.29 -0.0102
H 1.11 -0.49 1.94 -0.0089
```

## Properties
HOMO (alpha / beta): -13.884 / -13.869 eV
spin multiplicity: 2
LUMO level (alpha / beta): -3.38 / -8.92 eV
Kohn-Sham gap (alpha / beta): 10.5 / 4.9 eV
total charge: +1

***

C5H11NO2S in the gas phase. Source: the Open Molecules 2025 dataset; level of theory: ωB97M-V/def2-TZVPD.

```
20
Properties=species:S:1:pos:R:3:lowdin_charge:R:1
C -0.40 2.04 0.00 -0.0806
C -1.03 0.67 0.16 -0.3054
C -2.51 0.29 0.12 -0.0389
C -0.16 -0.33 0.15 -0.2282
C -0.31 -1.80 0.06 -0.1053
S 1.80 0.24 0.05 0.6997
N 2.57 -1.32 -0.17 -0.1000
O 1.97 1.09 -1.10 -0.3437
O 2.35 0.77 1.31 -0.3506
H -1.19 2.81 0.15 0.0908
H 0.36 2.26 0.67 0.0264
H 0.09 2.13 -1.07 0.1212
H -2.75 -0.30 -0.79 0.0882
H -2.76 -0.14 0.97 0.0226
H -3.20 1.19 -0.19 0.1188
H -1.38 -2.22 -0.24 0.1311
H 0.11 -2.19 0.96 0.0662
H 0.29 -2.30 -0.67 0.0482
H 3.07 -1.53 0.70 0.0694
H 3.08 -1.37 -1.07 0.0703
```

## Properties
HOMO: -9.512 eV
LUMO level: 0.61 eV
Kohn-Sham gap: 10.1 eV

***

C5H11NO2S in the gas phase. Source: the Open Molecules 2025 dataset; level of theory: ωB97M-V/def2-TZVPD.

```
20
Properties=species:S:1:pos:R:3:lowdin_charge:R:1
C -2.62 -0.34 -2.19 -0.4376
S -2.61 0.05 -0.43 0.7985
C -0.89 -0.34 -0.01 -0.5229
C 0.14 0.63 -0.57 -0.2159
C 1.60 0.27 -0.22 -0.3344
N 2.08 -1.01 -0.68 0.0492
C 1.78 0.41 1.28 -0.4930
O 1.94 1.46 1.87 0.1008
O 1.69 -0.77 1.93 0.0912
H -3.61 -0.20 -2.56 0.0144
H -2.28 -1.39 -2.42 0.0572
H -1.96 0.33 -2.77 0.0318
H -0.87 -0.36 1.09 0.0744
H -0.66 -1.37 -0.34 0.0793
H -0.08 1.67 -0.21 0.1324
H 0.05 0.68 -1.65 0.0960
H 2.22 1.06 -0.65 0.1523
H 1.88 -1.12 -1.69 0.0939
H 1.63 -1.79 -0.19 0.0763
H 1.79 -0.54 2.90 0.1561
```

## Properties
HOMO: -8.678 eV
LUMO level: 0.68 eV
Kohn-Sham gap: 9.4 eV

***

C5H11NO3 in the gas phase. Source: the Open Molecules 2025 dataset; level of theory: ωB97M-V/def2-TZVPD.

```
20
Properties=species:S:1:pos:R:3:lowdin_charge:R:1
C -2.28 1.43 -0.11 -0.1370
O -2.22 0.01 -0.13 -0.2054
C -0.63 -0.76 -0.18 -0.5334
C -0.75 -1.80 0.91 0.0119
O -0.88 -1.12 -1.43 -0.0286
N 0.32 0.25 0.03 0.1892
C 1.55 0.07 -0.14 -0.4223
C 2.54 1.18 0.03 -0.0018
O 2.06 -1.15 -0.49 0.0928
H -1.68 1.86 -0.92 0.0797
H -3.32 1.74 -0.22 0.0816
H -1.90 1.80 0.84 0.0786
H -0.74 -1.33 1.90 0.0895
H 0.11 -2.47 0.82 0.0886
H -1.66 -2.37 0.78 0.0907
H -1.93 -0.61 -1.25 0.1503
H 2.03 2.09 0.31 0.0853
H 3.28 0.92 0.80 0.0883
H 3.08 1.35 -0.91 0.0898
H 3.01 -1.09 -0.64 0.1123
```

## Properties
HOMO: -9.509 eV
LUMO level: 0.52 eV
Kohn-Sham gap: 10.0 eV

***

2 unconnected molecules or ions with the total composition C5H11NO3. Source: the Open Molecules 2025 dataset; level of theory: ωB97M-V/def2-TZVPD.

```
20
Properties=species:S:1:pos:R:3:lowdin_charge:R:1
C -1.74 0.75 1.34 -0.0418
O -1.29 1.65 0.33 -0.0039
C -1.40 1.21 -0.94 -0.6271
O -1.92 0.18 -1.35 0.0911
O -0.81 2.08 -1.77 0.1279
H -2.70 1.10 1.73 0.0960
H -1.84 -0.28 0.99 0.0829
H -1.01 0.76 2.15 0.0918
H -0.92 1.67 -2.65 0.1383
C 2.02 -0.13 1.37 -0.0264
C 1.72 0.13 0.10 -0.2742
N 1.25 -0.73 -0.86 -0.0891
C 0.52 -1.96 -0.60 -0.1036
H 1.94 -1.13 1.79 0.0410
H 2.38 0.66 2.02 0.0413
H 1.84 1.15 -0.28 0.1126
H 0.97 -0.27 -1.72 0.1101
H 1.20 -2.75 -0.27 0.0785
H 0.03 -2.29 -1.52 0.0863
H -0.25 -1.81 0.15 0.0683
```

## Properties
HOMO: -7.985 eV
LUMO level: 0.60 eV
Kohn-Sham gap: 8.6 eV

***

2 unconnected molecules or ions with the total composition C5H11NO3S. Source: the Open Molecules 2025 dataset; level of theory: ωB97M-V/def2-TZVPD.

```
21
Properties=species:S:1:pos:R:3:lowdin_charge:R:1
C -0.07 0.29 0.47 -0.6569
C -2.61 0.61 -0.04 -0.0739
C -1.59 -1.74 -0.02 -0.0037
C 2.31 1.29 -0.50 0.0154
C -1.53 -0.21 0.60 -0.2641
N 0.14 0.89 -0.70 0.2006
O 0.60 0.22 1.43 0.0534
O 2.30 -1.41 -0.16 -0.3123
O 4.38 -0.10 -0.25 -0.3735
S 3.01 -0.22 0.19 0.6471
H -2.71 0.31 -0.97 0.0107
H -3.60 0.65 0.31 0.0690
H -2.22 1.64 -0.01 0.0897
H -1.70 -1.66 -1.08 0.0647
H -2.35 -2.40 0.42 0.0846
H -0.68 -2.07 0.18 0.0053
H 2.68 1.57 -1.55 0.1046
H 2.18 2.07 0.09 -0.0014
H -1.61 -0.28 1.72 0.1453
H -0.05 0.45 -1.61 0.1087
H 3.13 0.13 1.49 0.0869
```

## Properties
HOMO: -9.898 eV
LUMO level: -0.91 eV
Kohn-Sham gap: 9.0 eV

***

C5H11NOS in the gas phase. Source: the Open Molecules 2025 dataset; level of theory: ωB97M-V/def2-TZVPD.

```
19
Properties=species:S:1:pos:R:3:lowdin_charge:R:1
C 0.47 0.48 -1.69 0.0920
C -0.43 0.28 -0.59 -0.6963
C -1.63 -0.57 -1.09 -0.0412
C -1.08 1.66 -0.21 -0.0490
C 1.66 -1.64 2.09 -0.1870
N 2.43 0.65 0.69 -0.3171
O -0.03 -0.40 0.62 -0.4155
S 1.31 0.15 1.54 0.8478
H 1.42 0.15 -1.54 0.0216
H 0.24 1.21 -2.33 0.0387
H -2.40 -0.42 -0.32 0.0851
H -1.30 -1.63 -1.26 0.1015
H -2.00 -0.10 -2.03 0.0945
H -0.15 2.40 -0.29 0.1238
H -1.49 1.62 0.80 0.0739
H -1.90 1.96 -0.89 0.0839
H 2.25 -1.50 3.01 0.0447
H 2.04 -2.33 1.33 0.0552
H 0.59 -1.96 2.14 0.0434
```

## Properties
HOMO (alpha / beta): -7.909 / -9.026 eV
LUMO level (alpha / beta): -1.07 / 0.37 eV
Kohn-Sham gap (alpha / beta): 6.8 / 9.4 eV

***

C5H11NOS in the gas phase. Source: the Open Molecules 2025 dataset; level of theory: ωB97M-V/def2-TZVPD.

```
19
Properties=species:S:1:pos:R:3:lowdin_charge:R:1
C 0.85 1.53 -1.45 -0.1045
O 1.10 0.46 -0.55 -0.2289
C 0.26 -0.62 -0.50 -0.4257
C 0.89 -1.39 0.72 -0.2270
N 0.96 -0.57 1.96 -0.0190
C -1.16 -0.35 -0.44 -0.5207
C -1.73 0.56 0.53 -0.4660
S -2.26 -1.11 0.88 0.8362
H -0.13 2.17 -1.31 0.1090
H 1.92 2.03 -1.49 0.1233
H 0.69 0.98 -2.57 0.1332
H 0.57 -1.21 -1.44 0.1704
H 1.91 -1.52 0.49 0.0882
H 0.30 -2.32 0.98 0.1151
H 0.05 -0.84 2.47 0.0751
H 1.06 0.42 1.73 0.0594
H -1.64 -0.41 -1.38 0.1008
H -0.99 1.12 1.19 0.1081
H -2.64 1.07 0.19 0.0730
```

## Properties
HOMO: -8.825 eV
LUMO level: 0.77 eV
Kohn-Sham gap: 9.6 eV

***

| no. | E_tot (a.u.) |
| --- | --- |
| 1 | -402.33225 |
| 2 | -402.08417 |
| 3 | -401.99367 |
| 4 | -800.43332 |
| 5 | -800.55242 |
| 6 | -477.52210 |
| 7 | -477.57572 |
| 8 | -875.59302 |
| 9 | -725.06629 |
| 10 | -725.19119 |